Here is a 2-piece molecular cluster, H4NPS3 overall from OMol25. Energies are from ωB97M-V with the def2-TZVPD basis set.

Geometry (Å):
1 N 1.89 0.25 1.64
2 P 1.36 0.06 0.20
3 S -1.74 -0.70 -0.83
4 S 2.28 -1.66 -0.55
5 S 1.62 1.68 -1.17
6 H 1.77 1.15 2.09
7 H -2.32 0.36 -0.28
8 H 1.24 -1.96 -1.33
9 H 0.97 1.04 -2.14

Output
- Multiplicity: 1
- LUMO level (spin up / spin down): -2.65 / -2.66 eV
- ΔE to the lowest compared entry with this formula, charge and spin: 43.74 kcal/mol
- Total energy: -43347.5191 eV
- Highest occupied orbital energy (spin up / spin down): -8.490 / -8.483 eV
- Kohn-Sham gap (spin up / spin down): 5.8 / 5.8 eV